Entry A
{
  "formula": "C2H4NP",
  "method": "ωB97M-V/def2-TZVPD",
  "lumo_ev": 1.0,
  "gap_ev": 8.60,
  "smiles": "PN1C=C1",
  "symbols": ["P", "N", "C", "C", "H", "H", "H", "H"],
  "positions_angstrom": [[-1.36207, -0.05343, 0.28877], [0.21920, 0.09008, -0.38024], [1.48746, 0.59841, 0.25305], [1.28626, -0.65425, 0.36520], [-1.35504, -1.29474, -0.58709], [-2.04893, 0.60324, -0.73425], [2.01515, 1.52691, 0.38496], [1.32553, -1.63135, 0.65391]]
}



Entry B
{
  "formula": "C2H4NP",
  "method": "ωB97M-V/def2-TZVPD",
  "lumo_ev": [0.0, 0.2],
  "gap_ev": [6.85, 7.10],
  "symbols": ["C", "C", "N", "P", "H", "H", "H", "H"],
  "positions_angstrom": [[0.14415, -0.06271, 0.43017], [1.38899, 0.35742, 0.56005], [-1.10389, 0.01915, 0.15991], [-1.89220, -0.59181, -1.24241], [2.26618, -0.13359, 1.08062], [1.61037, 1.26557, 0.03118], [-1.58636, 0.55409, 0.90838], [-0.82724, -1.40813, -1.92790]]
}



Of them, entry B has the highest stability.



Entry A
{
  "formula": "C3H8NS2",
  "method": "ωB97M-V/def2-TZVPD",
  "total_charge": 1,
  "lumo_ev": -3.3,
  "gap_ev": 10.93,
  "smiles": "[NH3+][C@]1(S)C[C@@H]1S",
  "symbols": ["N", "C", "S", "C", "C", "S", "H", "H", "H", "H", "H", "H", "H", "H"],
  "positions_angstrom": [[0.94875, -0.36314, -1.13552], [-0.05950, -0.67653, 0.03544], [0.22187, -2.18940, 0.85697], [-1.49002, 0.02458, -0.14094], [-0.53207, 0.68400, 0.76556], [0.23134, 2.25570, -0.00417], [0.50882, -0.50085, -2.06925], [1.74061, -0.97709, -0.89257], [1.05370, 0.66334, -0.91700], [0.73622, -1.73187, 1.99656], [-2.37135, -0.44814, 0.31050], [-1.83739, 0.51537, -1.08929], [-0.50723, 0.72855, 1.81179], [1.35625, 2.01549, 0.47191]]
}



Entry B
{
  "formula": "C3H8NS2",
  "method": "ωB97M-V/def2-TZVPD",
  "total_charge": 1,
  "lumo_ev": -4.6,
  "gap_ev": 8.53,
  "smiles": "C[NH2+]C1(C)SS1",
  "symbols": ["C", "N", "C", "C", "S", "S", "H", "H", "H", "H", "H", "H", "H", "H"],
  "positions_angstrom": [[0.96873, -1.28935, -0.06144], [0.11566, -0.41945, -0.88989], [-0.88160, 0.32359, -0.12264], [0.05286, 1.52113, 0.86620], [-2.35066, 0.69554, -0.94593], [-2.13719, -0.61311, 0.70448], [1.45165, -1.96728, -0.75033], [1.57690, -0.62702, 0.65909], [0.33569, -1.87695, 0.49860], [-0.24784, -1.01890, -1.67398], [0.66720, 0.32040, -1.31457], [0.74408, 1.96365, 0.10749], [0.46180, 0.82417, 1.61165], [-0.75727, 2.16358, 1.31127]]
}



Of them, entry B has the highest stability.



Entry A
{
  "formula": "C5H7NS",
  "method": "ωB97M-V/def2-TZVPD",
  "lumo_ev": 0.9,
  "gap_ev": 9.89,
  "smiles": "C#C[C@H]1SC[C@H]1N",
  "symbols": ["C", "C", "C", "S", "C", "C", "N", "H", "H", "H", "H", "H", "H", "H"],
  "positions_angstrom": [[2.37855, -0.89444, -0.71331], [1.58137, -0.42467, 0.04200], [0.57246, 0.14798, 0.97593], [0.41333, 2.02009, 0.90036], [-0.90884, 1.43100, -0.21543], [-0.89414, 0.00219, 0.45841], [-1.15787, -1.09572, -0.47749], [3.09369, -1.31806, -1.39928], [0.57794, -0.25455, 1.95735], [-0.58376, 1.42323, -1.24236], [-1.93536, 1.91626, -0.17126], [-1.59491, 0.02323, 1.28034], [-0.91493, -2.00375, -0.07037], [-0.62755, -0.97279, -1.32491]]
}



Entry B
{
  "formula": "C5H7NS",
  "method": "ωB97M-V/def2-TZVPD",
  "lumo_ev": 0.8,
  "gap_ev": 9.44,
  "smiles": "C=C1SC[C@@H]2N[C@@H]12",
  "symbols": ["C", "C", "S", "C", "C", "N", "C", "H", "H", "H", "H", "H", "H", "H"],
  "positions_angstrom": [[-0.87689, -0.51862, 2.21644], [-0.30465, -0.51326, 1.02090], [-0.62354, -1.67030, -0.36450], [0.01112, -0.47571, -1.70708], [-0.06647, 0.76425, -0.89262], [0.76821, 1.79165, -0.16323], [0.69073, 0.42582, 0.33480], [-0.42848, 0.17887, 2.93959], [-1.63841, -1.26773, 2.39993], [0.97869, -0.83021, -2.06725], [-0.67828, -0.49113, -2.54431], [-1.11439, 1.10348, -0.73389], [1.72003, 1.75175, -0.60799], [1.56235, -0.24885, 0.16920]]
}



Entry C
{
  "formula": "C5H7NS",
  "method": "ωB97M-V/def2-TZVPD",
  "lumo_ev": 0.9,
  "gap_ev": 9.71,
  "smiles": "NCc1ccsc1",
  "symbols": ["N", "C", "C", "C", "C", "S", "C", "H", "H", "H", "H", "H", "H", "H"],
  "positions_angstrom": [[-2.21159, -0.44874, 0.63722], [-1.42591, -0.04360, -0.47468], [0.15675, -0.07239, -0.34537], [1.00574, 1.12418, -0.04525], [2.23154, 0.84637, 0.22821], [2.51668, -0.82584, 0.14428], [0.86698, -1.25335, -0.16579], [-1.89265, 0.22416, 1.61184], [-2.00152, -1.38905, 0.65768], [-1.67305, -0.84246, -1.31969], [-1.57793, 0.94414, -0.65671], [0.44601, 2.27516, -0.19709], [2.93671, 1.58636, 0.40056], [0.62224, -2.12496, -0.47522]]
}



Of them, entry A has the highest stability.



Entry A
{
  "formula": "C5H7NS",
  "method": "ωB97M-V/def2-TZVPD",
  "lumo_ev": 0.2,
  "gap_ev": 8.74,
  "smiles": "C=CN(C=C)C=S",
  "symbols": ["C", "C", "N", "C", "C", "C", "S", "H", "H", "H", "H", "H", "H", "H"],
  "positions_angstrom": [[-2.61315, -0.83493, 0.32499], [-1.89917, 0.12103, -0.24028], [-0.50471, 0.27164, -0.20228], [-0.08507, 1.63262, 0.03400], [1.18993, 2.13087, 0.13812], [0.22410, -0.87626, -0.20992], [1.82316, -1.15866, 0.04111], [-3.72386, -0.78368, 0.34993], [-2.17177, -1.66215, 0.84280], [-2.48947, 0.87905, -0.78600], [-1.00632, 2.22568, 0.02919], [1.24820, 3.21222, 0.31770], [2.05869, 1.43796, 0.17564], [-0.45281, -1.71194, -0.45251]]
}



Entry B
{
  "formula": "C5H7NS",
  "method": "ωB97M-V/def2-TZVPD",
  "lumo_ev": 0.9,
  "gap_ev": 10.13,
  "smiles": "C#C[C@H]1NC[C@H]1S",
  "symbols": ["C", "C", "C", "N", "C", "C", "S", "H", "H", "H", "H", "H", "H", "H"],
  "positions_angstrom": [[-2.50539, 0.15543, 0.58843], [-1.35566, 0.48915, 0.58437], [0.10294, 0.75664, 0.65004], [0.93205, -0.27457, 1.26631], [1.25023, -0.86750, -0.05058], [0.84617, 0.45398, -0.68753], [0.07000, 0.56426, -2.29546], [-3.53740, -0.12839, 0.50984], [0.24063, 1.78541, 1.00950], [0.43264, -0.99781, 1.80868], [2.28804, -1.20684, -0.23606], [0.57544, -1.69211, -0.40244], [1.67385, 1.16162, -0.68231], [-1.01355, -0.19927, -2.06280]]
}



Of them, entry A has the highest stability.